1.
{"formula": "C3N2O3", "method": "wB97M-V/def2-TZVPD", "symbols": ["O", "O", "O", "N", "N", "C", "C", "C"], "xyz": [[-1.013398, 1.969958, -2.624866], [0.337062, -2.525063, 0.696914], [0.886168, -0.357731, 2.500067], [-0.641299, 1.399548, -1.665457], [0.521550, 0.161790, 1.495899], [-0.270596, 0.960099, -0.650963], [0.124868, 0.175914, 0.370647], [0.055643, -1.784515, -0.122240]], "atomic_forces_ev_per_a": [[-0.4952, 0.5350, -1.4094], [0.0475, -0.0581, 0.1820], [0.5046, -1.6236, 1.2478], [0.4282, -0.5059, 1.3160], [1.1272, 3.7669, 3.6196], [0.0108, 1.1967, 0.0465], [-1.4609, -3.3528, -4.4736], [-0.1621, 0.0419, -0.5288]], "homo_lumo_gap_ev": [7.14, 6.41], "fmax_ev_per_a": 5.78, "spin_multiplicity": 3, "homo_ev": [-7.3, -9.7]}


2.
{"formula": "C23H20MgN2O2S6", "method": "wB97M-V/def2-TZVPD", "symbols": ["S", "S", "S", "S", "S", "S", "Mg", "O", "O", "N", "N", "C", "C", "C", "C", "C", "C", "C", "C", "C", "C", "C", "C", "C", "C", "C", "C", "C", "C", "C", "C", "C", "C", "C", "H", "H", "H", "H", "H", "H", "H", "H", "H", "H", "H", "H", "H", "H", "H", "H", "H", "H", "H", "H"], "xyz": [[-3.723219, -0.516887, 4.214241], [-0.886677, 1.827638, 1.907748], [-5.727951, 1.459897, 5.192837], [-1.300615, -1.513930, 2.759353], [-3.383510, 2.222907, 3.520995], [0.100837, -0.398611, -1.927328], [0.039334, -0.315538, 1.102257], [1.567543, 0.857949, 0.214095], [-0.181540, -1.232872, -0.671861], [3.129028, 1.447755, 1.750220], [1.818835, -1.295639, 2.087093], [-1.857218, -2.585827, -5.377431], [-2.161746, 0.905269, -1.065799], [2.685652, -3.367716, 2.904164], [-2.999451, 2.006581, -0.994992], [-2.323549, -0.164408, 3.214904], [-0.690645, 2.134815, -2.549055], [1.875508, -2.631840, 2.061070], [3.413979, -1.305203, 3.854520], [2.631322, 1.413013, 0.506392], [-2.163071, 1.133086, 2.891052], [-0.732842, -1.801032, -5.592154], [-0.675080, -1.292982, -3.256444], [2.587409, -0.640451, 2.964843], [-1.789071, -2.086413, -3.023537], [-2.378570, -2.734707, -4.094988], [-0.125675, -1.156109, -4.520800], [2.484821, 0.862841, 2.934609], [3.461840, -2.688651, 3.825889], [-4.350105, 1.078047, 4.370189], [3.458768, 2.080731, -0.559211], [-1.542593, 3.226067, -2.481587], [-2.694105, 3.159713, -1.704738], [-1.024593, 0.983983, -1.853557], [-2.173508, -2.206026, -2.017020], [-3.873891, 1.969721, -0.359957], [3.757861, 3.084381, -0.254194], [0.762488, -0.551313, -4.668477], [1.434243, 1.166039, 2.942017], [2.688705, -4.447610, 2.850774], [4.029857, 1.877773, 1.867348], [-2.326001, -3.094146, -6.210867], [0.224886, 2.181820, -3.131166], [-0.320306, -1.700222, -6.587338], [-1.296103, 4.134619, -3.016603], [4.093971, -3.230048, 4.519496], [4.359532, 1.492098, -0.746198], [2.878399, 2.136803, -1.474574], [-3.247677, -3.358660, -3.931090], [2.960030, 1.297410, 3.809488], [-3.344993, 4.022286, -1.633300], [4.000627, -0.742694, 4.569919], [1.220357, -3.122841, 1.347944], [-2.371522, 0.019138, -0.479188]], "atomic_forces_ev_per_a": [[0.0440, -0.1247, 0.0120], [0.0014, -0.1170, 0.0679], [0.0297, 0.0053, 0.0371], [-0.1925, 0.0244, -0.0416], [0.0527, 0.1225, -0.0335], [-0.0768, -0.2109, 0.0085], [0.1969, 0.2023, 0.6502], [0.1258, 0.0820, 0.0893], [0.0706, 0.4135, -0.4506], [-0.0339, -0.1104, 0.1042], [0.0425, -0.3393, -0.0062], [0.0169, 0.0125, 0.0358], [0.0155, 0.0072, -0.0552], [0.0143, -0.0611, 0.0020], [-0.0178, 0.0758, -0.0771], [-0.0461, -0.2200, 0.0212], [0.0452, 0.0434, -0.0675], [-0.0925, 0.1771, -0.0778], [0.0627, 0.0272, 0.0722], [-0.1925, -0.0726, -0.0927], [0.0417, 0.1984, -0.0826], [-0.0122, -0.0132, 0.0651], [-0.0023, -0.1524, 0.0681], [-0.0869, 0.0559, -0.1318], [-0.0113, -0.0254, 0.0628], [0.0118, -0.0110, -0.0797], [-0.0520, 0.0148, -0.0616], [0.0328, 0.0240, -0.2196], [0.0694, -0.0397, 0.0717], [0.0176, -0.0310, -0.1388], [0.0844, 0.0397, 0.0340], [-0.0063, 0.0189, 0.0272], [0.0015, -0.0387, -0.0012], [-0.0148, -0.0795, 0.1625], [0.0350, 0.0451, -0.0380], [-0.0025, 0.0088, 0.0125], [0.0049, -0.0374, -0.0134], [-0.0339, -0.0262, -0.0005], [-0.0712, 0.0260, -0.0005], [-0.0133, 0.0297, -0.0087], [0.0120, 0.0378, 0.0291], [0.0141, 0.0175, 0.0270], [-0.0600, -0.0105, 0.0363], [-0.0041, 0.0018, 0.0120], [-0.0195, -0.0256, 0.0166], [-0.0256, 0.0286, -0.0286], [-0.0236, 0.0271, 0.0011], [-0.0235, -0.0026, 0.0051], [0.0174, 0.0108, -0.0104], [0.0438, 0.0097, 0.0315], [0.0212, -0.0336, -0.0064], [-0.0109, -0.0118, -0.0313], [0.0332, 0.0391, 0.0363], [-0.0329, -0.0322, -0.0439]], "homo_lumo_gap_ev": 5.84, "fmax_ev_per_a": 0.71, "homo_ev": -5.9}


3.
{"formula": "C18H16BrClN2O2", "method": "wB97M-V/def2-TZVPD", "symbols": ["Br", "Cl", "O", "O", "N", "N", "C", "C", "C", "C", "C", "C", "C", "C", "C", "C", "C", "C", "C", "C", "C", "C", "C", "C", "H", "H", "H", "H", "H", "H", "H", "H", "H", "H", "H", "H", "H", "H", "H", "H"], "xyz": [[-0.383481, 5.346387, -1.630218], [-4.115198, -0.110759, -0.670099], [-1.139506, -2.832216, 1.710552], [-1.522218, -4.534990, 0.242179], [1.834790, -0.185661, -0.420023], [-0.301428, -1.201831, -0.663816], [-3.791827, 0.080105, 2.043499], [1.095267, -1.263242, -0.419097], [-1.310272, -3.334380, 0.478204], [-1.168049, -2.431523, -0.778584], [-3.061958, 0.261481, 3.208345], [-1.664861, 0.386251, 3.163704], [-1.757201, 0.149277, 0.706577], [-0.659647, 2.545007, -1.051609], [-1.221434, -3.737991, 2.826132], [1.249531, 1.062091, -0.663861], [1.605887, 3.405384, -1.279422], [-0.128569, 1.279371, -0.786208], [-1.031380, 0.089635, -0.603526], [-1.028971, 0.315514, 1.917944], [0.228700, 3.608473, -1.240878], [1.788310, -2.583423, -0.223077], [-3.155559, 0.039706, 0.787551], [2.114793, 2.129181, -0.894911], [-2.165479, -4.280027, 2.862539], [3.207924, 1.983367, -0.883760], [-1.021536, -3.165378, 3.774997], [0.025265, 0.308836, 1.777931], [2.327476, 4.186563, -1.543193], [-0.870758, -3.034015, -1.635694], [-1.112609, 0.470536, 4.087487], [-0.453983, -4.499974, 2.722620], [1.589464, -2.998024, 0.749378], [1.441845, -3.301196, -0.962479], [-1.729428, 0.079080, -1.467339], [-3.610672, 0.291369, 4.157952], [2.870385, -2.504139, -0.235562], [-2.205335, -2.158720, -0.959936], [-4.870401, -0.050407, 2.104334], [-1.742514, 2.703241, -1.063016]], "atomic_forces_ev_per_a": [[-0.3261, 0.1880, -0.0161], [-0.0885, -0.0435, 0.3598], [-0.2400, 0.4702, -0.7183], [0.1457, 2.4282, 1.0380], [-0.6430, -1.2839, 0.3584], [0.6288, -1.1892, 0.0256], [-0.1034, -0.1073, -0.5218], [-0.5454, 1.7598, -0.4712], [0.5261, -3.1269, -1.0046], [0.8285, 1.3360, 1.4355], [0.0895, -0.0124, -0.0067], [-0.2484, -0.3405, -0.9889], [-1.2168, 0.3865, 1.1831], [0.4453, -0.0016, 0.3468], [0.4550, -0.0854, 0.5956], [0.1049, 0.2767, -0.3781], [0.6446, -1.4437, 0.9810], [0.3392, -0.0487, 0.0014], [-0.0018, -0.6334, -0.5597], [-1.5217, -0.3258, -0.4894], [0.3400, -0.4580, -0.5432], [-0.4491, -0.0258, -0.1536], [0.6861, 0.2343, 0.8295], [-0.0367, 1.4829, -0.8652], [-0.1580, 0.3637, -0.0583], [-0.7439, -0.0952, 0.0760], [-0.3999, -0.3355, -1.2545], [0.8345, 0.2435, 0.3898], [-0.5676, -0.1741, 0.2016], [0.1598, -0.2374, 0.3805], [0.1769, 0.1210, -0.0515], [0.1895, -0.0357, -0.0553], [-0.5420, -0.1947, 0.5374], [0.1050, -0.1676, -0.0787], [0.1880, 0.0135, 0.7329], [0.3750, -0.0013, -0.3818], [-0.0398, 0.4395, -0.4499], [0.0094, 0.5538, -0.2301], [0.1995, 0.1112, -0.1124], [0.4007, -0.0412, -0.0835]], "homo_lumo_gap_ev": 8.58, "fmax_ev_per_a": 3.33, "smiles": "COC(=O)CN1C(C)=Nc2ccc(Br)cc2[C@@H]1c1ccccc1Cl", "homo_ev": -8.0}